No. 1
{"formula": "C13H22Cl10O4", "method": "the ωB97M-V functional and the def2-TZVPD basis", "relative_energy_kj_mol": 0.0, "orbital_gap_ev": 9.95, "smiles": "O=C1CCCO1.O=C1CCCO1.ClCCl.ClCCl.ClCCl.ClCCl.ClCCl", "energy_ev": -147251.4228, "molar_mass_g_mol": 596.845, "species": ["O", "C", "O", "C", "C", "C", "H", "H", "H", "H", "H", "H", "O", "C", "O", "C", "C", "C", "H", "H", "H", "H", "H", "H", "C", "Cl", "Cl", "H", "H", "C", "Cl", "Cl", "H", "H", "C", "Cl", "Cl", "H", "H", "C", "Cl", "Cl", "H", "H", "C", "Cl", "Cl", "H", "H"], "xyz": [[11.960, -13.231, -5.729], [11.532, -12.891, -6.828], [12.302, -12.734, -7.870], [11.534, -12.562, -8.980], [10.217, -12.032, -8.520], [10.052, -12.627, -7.132], [11.475, -13.517, -9.502], [12.094, -12.042, -9.758], [9.456, -12.385, -9.216], [10.304, -10.948, -8.451], [9.446, -13.532, -7.087], [9.625, -11.943, -6.398], [14.503, -8.343, 3.951], [14.416, -9.070, 2.986], [13.374, -9.172, 2.213], [13.552, -10.087, 1.132], [15.107, -10.244, 1.162], [15.403, -10.158, 2.626], [13.143, -9.769, 0.172], [13.076, -11.020, 1.433], [15.723, -9.444, 0.752], [15.580, -11.135, 0.750], [16.347, -9.665, 2.859], [15.331, -11.064, 3.227], [8.213, -10.714, -4.160], [9.912, -10.171, -4.410], [7.083, -9.388, -3.662], [7.820, -11.035, -5.125], [8.213, -11.432, -3.340], [10.976, -15.917, 0.118], [9.636, -16.929, 0.783], [12.404, -16.972, -0.241], [10.569, -15.419, -0.762], [11.153, -15.118, 0.838], [10.591, -16.084, -4.059], [9.403, -16.502, -2.830], [12.241, -16.404, -3.522], [10.385, -16.681, -4.947], [10.455, -15.049, -4.371], [8.975, -8.016, -1.142], [10.034, -9.429, -0.769], [9.580, -6.515, -0.324], [8.948, -7.921, -2.227], [7.954, -8.221, -0.818], [11.848, -12.306, -2.138], [10.284, -13.042, -2.263], [12.578, -13.061, -0.689], [12.491, -12.513, -2.994], [11.702, -11.243, -1.947]], "mulliken_charge": [-0.523, 0.451, -0.342, -0.519, -0.505, 0.540, 0.254, 0.348, 0.320, 0.262, 0.355, -0.599, -0.606, 0.501, -0.322, -0.005, -0.469, -0.482, 0.129, 0.120, 0.288, 0.313, 0.252, 0.282, -0.149, -0.150, -0.189, 0.317, 0.153, 0.358, -0.182, -0.139, -0.373, 0.284, 0.143, -0.139, -0.128, 0.353, -0.204, -0.256, -0.064, -0.169, 0.164, 0.322, 0.010, -0.173, -0.189, 0.279, 0.081]}

=====

No. 2
{"formula": "C13H22ClI2NOPPr", "method": "the ωB97M-V functional and the def2-TZVPD basis", "relative_energy_kj_mol": 173.1, "charge": 2, "orbital_gap_ev": [5.50, 5.57], "multiplicity": 3, "s_squared": 2.293, "energy_ev": -69440.0702, "molar_mass_g_mol": 669.468, "species": ["I", "I", "Pr", "P", "C", "C", "H", "H", "H", "C", "H", "H", "H", "H", "H", "H", "C", "O", "Cl", "C", "N", "C", "C", "C", "C", "C", "C", "C", "C", "H", "H", "H", "H", "H", "H", "H", "H", "H", "H", "H", "H", "H"], "xyz": [[-0.182, 2.138, -1.498], [-1.808, -2.007, 0.089], [-1.335, 0.907, 1.157], [-3.610, 1.024, -0.856], [-3.961, 0.511, -2.560], [-5.074, 0.294, -0.013], [-4.000, 3.267, 0.023], [-5.232, 2.814, -1.201], [-3.578, 3.303, -1.708], [-4.163, 2.776, -0.946], [-5.027, 0.503, 1.064], [-5.995, 0.727, -0.429], [-4.990, 0.780, -2.835], [-3.834, -0.572, -2.646], [-5.075, -0.793, -0.157], [-3.262, 1.007, -3.240], [-0.941, -0.340, -1.910], [-0.253, -0.929, -2.636], [-2.788, 2.150, 2.855], [4.351, -1.116, -0.426], [2.931, -1.405, -0.768], [2.849, -2.475, -1.815], [2.080, -1.769, 0.466], [2.106, -0.677, 1.496], [3.145, -0.653, 2.452], [3.266, 0.404, 3.358], [2.342, 1.447, 3.320], [1.271, 1.408, 2.383], [1.138, 0.307, 1.556], [4.750, -1.946, 0.166], [4.414, -0.177, 0.122], [4.902, -1.038, -1.365], [2.508, -0.537, -1.145], [3.142, -3.422, -1.354], [1.828, -2.527, -2.196], [3.544, -2.219, -2.615], [1.066, -1.935, 0.083], [2.483, -2.724, 0.824], [3.876, -1.463, 2.475], [4.089, 0.405, 4.085], [2.437, 2.275, 4.019], [0.588, 2.272, 2.330]], "lowdin_spin": [0.486, 0.347, 0.909, 0.027, 0.006, 0.002, 0.000, 0.001, 0.000, 0.002, 0.000, 0.000, 0.001, 0.000, 0.000, 0.000, 0.213, -0.007, -0.037, 0.000, 0.000, 0.000, 0.001, 0.007, 0.002, -0.005, 0.002, -0.003, 0.045, 0.000, 0.000, 0.000, 0.000, 0.000, 0.000, 0.000, 0.000, 0.000, 0.001, 0.000, 0.000, 0.000]}